Record 1
{"formula": "H3O3P", "method": "ωB97M-V with the def2-TZVPD basis set", "orbital_gap_ev": [7.7486, 7.7377], "species": ["H", "P", "H", "O", "O", "H", "O"], "xyz": [[-1.908, -1.737, 0.900], [-0.786, -1.342, 0.171], [1.942, 0.738, 0.346], [1.700, 0.258, -0.457], [-1.445, 0.095, 0.310], [1.452, 0.816, -1.107], [-0.957, 1.173, -0.163]]}



Record 2
{"formula": "CH7NS2", "method": "ωB97M-V with the def2-TZVPD basis set", "smiles": "CN.SS", "orbital_gap_ev": 9.1739, "species": ["H", "S", "H", "S", "H", "H", "C", "H", "N", "H", "H"], "xyz": [[-2.133, -0.298, 1.359], [-1.524, -0.389, 2.530], [1.852, 0.659, -0.531], [-0.513, -2.189, 1.983], [0.772, -0.429, -0.355], [-1.044, 0.811, -0.952], [0.989, 0.280, -1.088], [0.737, -1.552, 1.976], [-0.109, 1.191, -1.007], [-0.259, 1.814, -1.788], [1.231, 0.103, -2.127]]}



Record 3
{"formula": "C13H32BN2O5", "method": "ωB97M-V with the def2-TZVPD basis set", "charge": 1, "orbital_gap_ev": 8.5175, "species": ["H", "H", "H", "O", "H", "O", "O", "C", "C", "H", "C", "H", "H", "O", "C", "H", "H", "H", "H", "H", "N", "H", "C", "O", "N", "C", "H", "H", "H", "H", "H", "C", "H", "H", "C", "C", "H", "B", "H", "C", "C", "H", "H", "C", "H", "H", "H", "H", "H", "H", "H", "H", "C"], "xyz": [[0.178, -0.315, 0.434], [-2.114, 5.602, 3.118], [4.104, -1.643, -1.135], [-0.328, -4.247, 0.024], [-1.848, -5.145, -0.929], [2.671, -0.212, -1.068], [2.263, 1.301, -2.899], [5.058, 0.231, -1.530], [-0.359, -0.864, -1.551], [-0.158, 4.308, 1.508], [-2.219, 3.874, 1.022], [-2.340, -6.875, 0.740], [-2.036, 2.846, 0.693], [-2.660, 3.752, 2.352], [0.772, -4.382, 0.909], [-1.141, 0.631, -0.174], [1.475, -6.377, 0.406], [-0.603, 4.649, -0.174], [-0.475, -0.443, -2.552], [5.727, -0.138, -0.755], [0.812, 1.262, -0.796], [-3.848, 6.110, 1.362], [-1.068, -5.436, -0.225], [-1.346, 2.361, -3.015], [0.241, 2.503, -1.248], [-2.999, 4.967, 3.009], [5.636, 0.284, -2.446], [-0.441, -6.174, -0.736], [-1.294, -1.386, -1.349], [-0.955, -6.407, 1.719], [0.427, -4.655, 1.911], [-4.131, 5.730, 2.345], [2.165, -5.091, -0.581], [1.666, 1.025, -3.607], [-0.196, 0.178, -0.463], [3.881, -0.731, -1.682], [1.266, 1.507, 0.086], [1.988, 0.740, -1.695], [4.733, 1.217, -1.208], [1.839, -5.349, 0.428], [-0.574, 2.429, -2.173], [-3.016, 4.270, 0.381], [-2.308, -5.292, 1.535], [-0.947, 4.690, 0.856], [1.201, -3.380, 0.989], [-1.101, 5.739, 1.106], [3.708, -1.021, -2.714], [2.700, -5.320, 1.095], [0.413, -1.627, -1.524], [-4.414, 6.584, 2.958], [-5.002, 5.087, 2.216], [-3.297, 4.671, 4.014], [-1.703, -6.036, 1.016]]}



Record 4
{"formula": "C9H4F6I2NOPSe3TeV", "method": "ωB97M-V with the def2-TZVPD basis set", "orbital_gap_ev": [6.6303, 6.2921], "multiplicity": 4, "species": ["Se", "F", "C", "Se", "C", "C", "F", "V", "C", "F", "H", "Te", "C", "F", "I", "F", "N", "C", "F", "C", "Se", "H", "H", "H", "O", "C", "C", "P", "I"], "xyz": [[0.875, 2.075, -2.647], [2.306, 0.327, 1.268], [-0.899, -3.807, -0.848], [-1.090, 4.553, -0.455], [-1.892, -1.836, 0.139], [-0.727, -1.139, -0.214], [1.689, 2.381, 0.670], [1.317, 0.799, -0.661], [-1.950, -3.214, -0.208], [3.871, 3.133, 0.965], [-0.948, -4.855, -1.109], [-1.451, 2.910, -2.401], [-2.887, -1.096, 0.812], [3.390, 1.353, -0.417], [1.839, -4.038, -2.143], [4.503, 0.989, 1.589], [-0.552, 0.189, 0.053], [0.371, -1.754, -0.874], [2.780, 2.075, 2.696], [-1.495, 0.847, 0.691], [0.925, 5.446, -0.771], [-3.434, 0.809, 1.613], [-1.307, 1.894, 0.895], [-3.805, -1.588, 1.108], [1.424, -0.982, -1.130], [-2.687, 0.229, 1.092], [0.272, -3.085, -1.182], [3.192, 1.749, 1.221], [-3.629, -4.362, 0.249]]}



Record 5
{"formula": "C6H10", "method": "ωB97M-V with the def2-TZVPD basis set", "smiles": "CC#CCCC", "orbital_gap_ev": 10.2368, "species": ["H", "C", "C", "C", "H", "H", "H", "H", "H", "C", "C", "C", "H", "H", "H", "H"], "xyz": [[2.656, 0.100, 1.786], [-0.376, 0.419, -1.329], [0.681, -0.320, -0.643], [-1.819, 0.035, 0.844], [-1.352, 0.807, 1.464], [-1.317, -0.913, 1.062], [0.137, 1.392, -1.330], [3.553, 0.175, 0.266], [3.323, -1.389, 1.079], [2.853, -0.433, 0.850], [-1.773, 0.356, -0.653], [1.623, -0.543, 0.074], [-2.303, 1.296, -0.843], [-2.864, -0.062, 1.163], [-2.347, -0.423, -1.169], [-0.482, 0.178, -2.391]]}



Record 6
{"formula": "C24H34N4O8PRuS2Te", "method": "ωB97M-V with the def2-TZVPD basis set", "orbital_gap_ev": [6.6214, 6.4125], "multiplicity": 2, "species": ["H", "H", "C", "H", "H", "C", "C", "H", "C", "C", "S", "H", "H", "C", "C", "N", "P", "H", "N", "C", "H", "C", "N", "H", "H", "O", "C", "C", "H", "O", "H", "C", "O", "H", "H", "C", "C", "H", "H", "H", "C", "O", "H", "O", "H", "C", "H", "O", "C", "H", "C", "Ru", "H", "C", "H", "C", "H", "H", "O", "H", "H", "H", "N", "H", "C", "H", "O", "C", "Te", "H", "H", "S", "C", "H", "C"], "xyz": [[-3.007, 0.685, 3.320], [0.229, -3.396, 8.147], [3.924, 1.969, -0.641], [2.101, 2.423, 4.303], [-4.537, -1.905, 1.198], [1.406, -2.138, 5.275], [0.556, -1.640, 3.135], [2.475, -0.962, -5.705], [1.367, 2.399, 3.498], [1.727, -1.320, -6.411], [2.703, -1.442, 4.289], [2.325, -2.445, 7.191], [2.695, 3.078, 1.935], [0.273, -2.230, 4.484], [-4.716, -0.185, 2.308], [-1.808, -0.525, -1.322], [1.277, 1.605, -0.323], [1.745, 2.266, -3.607], [1.736, -1.168, 2.959], [1.430, -2.540, 6.591], [-3.697, -0.369, -4.694], [-1.061, -0.890, -4.988], [-3.931, -1.251, 1.673], [0.006, 2.064, -5.431], [1.316, -2.257, -6.039], [2.563, 2.364, -0.878], [-0.894, -2.761, 5.009], [0.185, 1.264, -4.704], [-4.420, 1.758, 3.147], [-1.348, -1.891, -5.631], [-3.413, -1.782, 2.358], [4.662, 1.942, -1.958], [-3.929, 2.185, 0.583], [0.792, 3.325, 3.503], [-1.787, -3.598, 6.764], [-3.816, 0.995, 2.655], [0.610, -0.305, -6.607], [5.702, 1.663, -1.787], [2.222, -1.521, -7.362], [4.640, 2.920, -2.436], [-3.178, -0.398, -3.744], [-1.947, 1.390, 1.209], [4.350, 2.698, 0.050], [0.059, 1.861, -1.120], [1.824, 0.508, -3.509], [-3.844, -0.217, -2.546], [-4.905, -0.020, -2.503], [1.039, 2.145, 1.163], [-3.127, -0.278, -1.367], [-5.255, -0.514, 3.205], [-3.239, 1.583, 1.381], [-0.917, -0.105, 0.505], [-3.617, -0.105, -0.420], [-0.886, -3.183, 6.332], [-5.466, 0.149, 1.586], [2.062, 2.219, 2.171], [3.945, 0.991, -0.151], [-0.112, -0.690, -7.328], [3.665, -2.448, 3.963], [2.663, 1.307, 2.148], [4.216, 1.212, -2.638], [0.681, 1.570, 3.685], [-0.110, -0.006, -5.370], [0.996, 0.642, -6.985], [1.613, 1.346, -4.178], [2.346, 1.336, -4.986], [3.142, -0.188, 4.825], [-1.167, -0.688, -2.490], [1.602, -0.777, -0.220], [-0.107, -0.883, -2.433], [-0.510, 1.417, -3.886], [-0.781, -1.726, 2.033], [-1.808, -0.618, -3.707], [-1.787, -2.844, 4.406], [0.256, -3.070, 7.116]]}



Asked for largest force on an atom across the records above, the calculation gives 5.21, 2.66, 0.87, 0.22, 1.00, 1.18 eV/A in order.
Asked for total energy across the records above, the calculation gives -568.67195, -893.37613, -1024.86500, -10427.95259, -234.53981, -3256.59924 Eh in order.